Formula: C22H60N2O12
Source: the OMol25 dataset
Level of theory: wB97M-V/def2-TZVPD

Geometry as XYZ:
```
96
Properties=species:S:1:pos:R:3:forces:R:3:lowdin_charge:R:1
C 9.28700 -1.21200 -24.09500 1.551 -0.185 0.927 -0.1291
O 8.99200 -0.01500 -23.43100 0.522 -0.173 -0.807 -0.1754
C 8.21600 0.80200 -24.27100 0.701 0.475 1.034 -0.2372
C 7.98900 2.09900 -23.50400 -2.517 -2.087 -0.170 -0.1845
N 6.76200 2.62500 -24.12400 0.423 0.630 -0.063 -0.0696
C 6.50500 3.94600 -23.57300 -0.387 -0.341 -0.105 -0.2123
C 5.20900 4.37600 -24.17000 1.002 -6.300 -2.942 -0.3772
O 4.65400 5.47100 -23.91900 -3.180 8.337 3.460 -0.1546
C 4.38900 5.79200 -22.55400 -1.258 0.345 -0.949 -0.0399
H 10.05300 -1.69000 -23.48800 0.125 -0.205 -0.106 0.0910
H 9.66800 -1.11500 -25.10600 0.187 0.498 -0.282 0.0862
H 8.47100 -1.87900 -24.14300 -1.407 -0.732 0.007 0.0695
H 7.29900 0.25800 -24.45800 -0.732 0.186 -0.105 0.1156
H 8.67400 0.98000 -25.24700 0.283 0.033 -0.009 0.1258
H 8.82200 2.77800 -23.46800 0.161 0.369 -0.562 0.1024
H 7.74500 1.83400 -22.45800 0.457 -0.008 -0.135 0.1257
H 5.93300 1.98700 -23.99700 1.441 0.950 0.121 0.1352
H 7.34800 4.64400 -23.79100 -0.649 -0.560 0.071 0.1241
H 6.36600 3.86000 -22.51700 0.330 0.264 1.186 0.1051
H 4.40800 3.55600 -24.12600 1.058 -0.026 0.423 0.1522
H 5.36700 4.49000 -25.21200 0.581 -0.778 -1.562 0.1257
H 3.67300 6.63400 -22.49200 0.489 -0.359 -0.310 0.0887
H 5.23300 5.99900 -21.95800 1.427 0.537 0.327 0.0503
H 3.94700 4.95900 -22.07300 -0.847 -1.153 0.478 0.0882
C 5.72800 9.51200 -17.43100 -0.571 -0.507 -0.621 -0.0775
O 4.68000 8.99000 -18.25600 0.748 -0.375 -0.790 -0.1690
C 4.40800 9.79100 -19.38400 -0.056 1.063 0.204 -0.2421
C 3.65400 9.17700 -20.51500 -0.852 -1.958 0.056 -0.2076
N 3.41300 10.05400 -21.64300 0.836 -0.465 -0.909 -0.0184
C 2.12400 9.85200 -22.31300 0.934 -0.952 1.005 -0.1770
C 2.34700 10.29600 -23.70900 -8.163 7.924 6.570 -0.4448
O 3.00800 9.61800 -24.44600 6.211 -8.777 -7.622 -0.0989
C 2.41300 8.38400 -24.77300 -0.888 -1.744 -0.060 -0.0356
H 5.94300 8.67700 -16.80000 0.051 -0.101 1.088 0.0777
H 5.44000 10.43100 -16.92700 -0.211 -0.026 0.320 0.0928
H 6.65600 9.68800 -17.95000 0.265 0.206 -0.722 0.0732
H 5.24600 10.32400 -19.81600 0.919 -0.386 0.082 0.0850
H 3.81400 10.58100 -19.02000 -1.060 1.450 0.383 0.1126
H 2.70300 8.75300 -20.18900 -0.290 0.394 0.438 0.1251
H 4.13400 8.25500 -20.82500 0.709 -0.336 -0.296 0.0963
H 4.08000 9.77200 -22.40000 -0.330 0.525 1.582 0.0847
H 1.33700 10.38100 -21.81100 -0.428 0.408 0.134 0.1226
H 1.83800 8.79100 -22.37100 -0.078 0.015 0.470 0.1074
H 2.80000 11.22900 -23.66800 1.024 2.276 0.541 0.1294
H 1.36200 10.59000 -24.07300 -0.799 -0.271 -0.697 0.1410
H 2.04300 7.68300 -23.99500 0.931 0.852 0.448 0.1025
H 3.01100 7.79300 -25.40400 1.472 -0.413 -0.574 0.0839
H 1.51400 8.44600 -25.34200 -0.955 1.222 -0.670 0.0924
O 10.07900 8.55700 -18.86300 0.927 0.409 1.015 -0.0611
C 10.24600 9.82400 -19.49800 0.525 -0.857 1.692 -0.2289
C 10.81300 9.59800 -20.82900 0.008 1.075 -0.672 -0.2449
O 9.88500 8.93700 -21.64200 0.621 -1.064 -0.704 -0.0688
H 9.42000 8.06900 -19.35200 -0.453 0.147 -0.273 0.0180
H 9.28000 10.30500 -19.50100 -0.398 0.534 -0.354 0.0971
H 10.95400 10.46100 -18.92800 -0.448 -0.553 0.077 0.1387
H 11.75000 9.06900 -20.77600 0.221 -0.431 -0.022 0.1304
H 10.98100 10.56200 -21.25900 0.556 0.942 -0.506 0.1149
H 9.04600 9.24700 -21.33100 -1.329 0.143 -0.163 0.0327
O 6.83600 5.19800 -18.19300 0.444 -1.735 -0.042 -0.0149
C 7.56100 6.32000 -18.56900 -0.133 1.000 3.829 -0.2732
C 6.96300 6.94000 -19.69500 -2.465 0.743 -3.035 -0.2855
O 7.53100 8.18600 -19.89600 0.823 1.174 -0.261 -0.0586
H 6.06700 5.41800 -17.67800 -0.283 0.429 0.180 0.0875
H 7.60800 7.07800 -17.69000 0.070 -0.987 -1.353 0.1625
H 8.55900 6.09000 -18.82500 1.209 -0.862 0.147 0.0976
H 5.88800 7.07400 -19.61000 -0.372 -0.121 0.670 0.1194
H 7.03400 6.35800 -20.62000 0.470 -0.501 0.099 0.1064
H 6.86100 8.76300 -20.25100 -0.048 0.659 -0.282 0.0619
O 8.60700 4.19100 -21.21000 -1.491 -1.014 1.316 -0.0369
C 9.44800 5.04700 -21.85000 -0.030 0.888 -0.478 -0.2977
C 10.49800 5.63700 -21.01000 1.553 0.926 0.445 -0.2391
O 11.26300 6.53400 -21.77700 1.191 -1.034 -0.426 -0.0398
H 9.15800 3.45800 -20.95800 -0.070 -0.777 0.483 0.0972
H 9.97600 4.50000 -22.58600 0.579 -0.233 -1.525 0.1128
H 8.85000 5.82200 -22.28700 -0.296 0.518 -0.478 0.1042
H 11.15800 4.86200 -20.65700 0.477 -0.520 0.071 0.1276
H 10.23300 6.16500 -20.12100 -1.031 0.206 0.767 0.0961
H 10.76400 7.33400 -21.85100 -0.722 1.025 -0.151 0.0201
C 6.98300 12.39400 -20.46900 0.605 1.701 2.589 -0.0950
C 7.06700 11.86200 -21.81100 -2.141 -0.009 -1.265 -0.3381
O 7.25300 10.49200 -21.69000 1.134 -0.974 0.802 -0.0765
H 6.04000 12.15000 -19.95600 0.494 -0.302 -0.153 0.0718
H 6.97300 13.48400 -20.49300 0.157 0.212 -0.019 0.0806
H 7.87400 12.10500 -19.84500 -0.928 0.124 -0.469 0.0922
H 7.79400 12.31700 -22.43600 1.202 0.362 -0.380 0.1077
H 6.10600 12.10800 -22.32600 0.395 -0.441 0.164 0.1328
H 6.64600 10.02500 -22.23700 -0.878 -0.527 -1.236 0.0238
C 7.13200 7.66600 -23.58100 3.497 -0.600 0.762 -0.0757
C 6.06000 8.31500 -24.28200 -1.270 0.488 -2.439 -0.3084
O 5.55000 9.44900 -23.62800 0.775 0.674 0.907 -0.0844
H 7.99700 8.32200 -23.34400 -0.387 0.005 -0.551 0.0928
H 7.58700 6.81000 -24.15100 -0.744 0.756 0.468 0.1087
H 6.87000 7.34400 -22.59900 -0.596 -0.664 0.711 0.0485
H 5.26700 7.62500 -24.43500 -0.866 -0.813 0.057 0.0822
H 6.34800 8.56200 -25.31300 0.329 0.316 0.120 0.1351
H 4.74700 9.74900 -24.06600 -0.062 -0.179 -0.419 0.0644
```
Positions in Å, forces in eV/Å.

Orbital gap ... 9.284 eV
Relative energy (zero: lowest compared OMol25 entry of this formula, charge and spin) ... 17.8 kcal/mol
Net charge ... 0
2S+1 ... 1
SMILES ... COCCNCCOC.COCCNCCOC.OCCO.OCCO.OCCO.CCO.CCO

=====

Formula: C35H43BeClP2Si2
Source: the OMol25 dataset
Level of theory: wB97M-V/def2-TZVPD

Geometry as XYZ:
```
84
Properties=species:S:1:pos:R:3:forces:R:3:lowdin_charge:R:1
C -2.23056 -1.40899 4.94567 -0.186 -0.267 0.027 -0.1249
C -2.60410 -0.67792 3.78709 -0.206 0.450 0.259 -0.1251
C -2.30924 -1.46547 2.64430 0.017 0.003 -0.587 -0.0987
H -3.06375 0.31096 3.79121 0.326 -0.335 -0.090 0.1204
C -1.74550 -2.68974 3.09508 -0.034 -0.191 0.277 -0.1034
C -1.70580 -2.65703 4.51913 -0.303 0.094 -0.177 -0.1191
H -1.38028 -3.46131 5.17092 0.165 0.258 -0.187 0.1238
H -2.37177 -1.09917 5.97972 0.278 0.050 -0.403 0.1264
H -2.49679 -1.19558 1.60054 0.259 -0.120 0.458 0.1222
H -1.43032 -3.51747 2.47190 0.080 0.280 -0.023 0.1148
Be -0.78277 -1.16602 3.69320 0.590 -0.209 0.969 0.1791
Si 0.64002 -0.16200 -3.57709 -1.282 -0.506 -0.871 0.6737
C 0.70255 1.38795 -4.58154 -0.065 0.276 0.054 -0.3453
C 1.80977 1.76525 -5.35770 -0.485 0.420 -0.238 -0.0953
H 2.75331 1.23111 -5.25946 -0.181 -0.004 -0.142 0.1024
C 1.68342 2.80719 -6.28360 -0.003 0.050 0.077 -0.0969
H 2.51760 3.05314 -6.94523 -0.215 -0.030 0.243 0.0973
C 0.48867 3.53054 -6.38058 -0.008 -0.191 0.173 -0.1036
H 0.38032 4.33388 -7.11091 0.112 -0.202 0.204 0.0948
C -0.58158 3.21361 -5.53638 0.092 -0.054 0.055 -0.0975
H -1.50647 3.79216 -5.56976 0.229 -0.128 -0.096 0.0987
C -0.47999 2.13842 -4.65401 0.184 0.427 -0.482 -0.1398
H -1.33037 1.86946 -4.02869 0.184 0.015 -0.184 0.0920
C 1.07880 -1.51441 -4.78336 0.270 -0.416 -0.564 -0.3155
C 0.30065 -1.47551 -5.95932 0.126 -0.849 -0.022 -0.1097
H -0.31191 -0.60334 -6.19458 0.151 -0.202 0.169 0.0995
C 0.23523 -2.59008 -6.80119 0.199 0.184 0.264 -0.0946
H -0.44683 -2.57160 -7.64744 0.163 -0.072 0.028 0.0958
C 1.01251 -3.71923 -6.52789 0.076 0.271 0.293 -0.1037
H 0.92563 -4.60051 -7.16392 0.136 0.204 0.159 0.0950
C 1.88132 -3.71001 -5.42813 -0.140 -0.061 -0.187 -0.1048
H 2.50794 -4.58029 -5.23719 -0.102 0.164 -0.027 0.0935
C 1.91692 -2.61943 -4.55263 -0.504 0.121 -0.384 -0.1019
H 2.57006 -2.63914 -3.67669 -0.246 -0.038 -0.209 0.0966
H -0.79356 -0.43177 -3.38092 -0.591 0.079 -0.383 -0.0100
Si 0.88251 0.12792 -0.87698 -1.588 0.626 -0.191 0.1275
C -0.10258 -1.40880 -0.57297 0.030 0.697 0.322 -0.3440
C -1.40557 -1.43808 -1.11541 -0.377 -0.723 -0.319 -0.1682
H -1.88137 -0.51093 -1.44796 0.304 -0.385 -0.079 0.0913
C -2.05707 -2.65550 -1.31921 -0.012 0.947 0.268 -0.0951
H -2.97154 -2.67253 -1.91165 0.061 -0.040 0.336 0.1015
C -1.51239 -3.82770 -0.79195 0.538 -0.415 0.191 -0.1158
H -2.03336 -4.77378 -0.92308 0.154 0.124 0.019 0.0917
C -0.28225 -3.78305 -0.12280 -0.166 0.059 -0.102 -0.1296
H 0.14374 -4.69653 0.29095 -0.102 0.108 -0.062 0.0944
C 0.42936 -2.58185 -0.02112 -0.068 -0.615 -0.112 -0.1392
H 1.40584 -2.55230 0.46945 -0.207 -0.098 -0.234 0.0671
C -0.30016 1.56752 -0.61417 1.026 -0.466 -0.198 -0.3134
C -1.40729 1.52036 0.26181 -0.563 0.497 -0.383 -0.1464
H -1.43204 0.80855 1.09066 -0.096 -0.008 -0.394 0.0680
C -2.49357 2.38770 0.04152 0.363 -0.224 0.202 -0.1103
H -3.38208 2.30039 0.67267 0.221 0.092 -0.164 0.0943
C -2.45140 3.33446 -0.98595 -0.077 -0.171 0.014 -0.1096
H -3.32573 3.94545 -1.21477 0.240 -0.136 0.146 0.0940
C -1.26908 3.50057 -1.71784 0.544 0.055 0.181 -0.1055
H -1.20294 4.25935 -2.50554 -0.011 -0.211 0.398 0.1028
C -0.16832 2.67445 -1.46524 -0.608 0.581 -0.386 -0.1271
H 0.78425 2.85554 -1.98082 -0.538 -0.231 -0.045 0.1102
H 1.72157 0.13157 -2.11829 1.113 0.601 0.895 -0.1017
Cl 2.54079 0.27793 0.32248 1.733 -0.168 1.815 0.3460
C -1.41205 2.90559 4.16394 -0.533 0.004 0.370 -0.2862
P -0.09157 1.89279 4.92972 0.255 0.308 -0.653 0.8287
C 0.69410 3.17188 5.99138 0.068 -0.038 0.485 -0.2947
C 1.11738 1.87346 3.50993 -0.237 0.076 0.373 -0.4038
C 2.08962 0.68929 3.59369 0.208 -0.358 -0.300 -0.4175
P 1.36605 -0.85322 4.30830 -0.905 0.749 -1.195 0.8839
C 2.27796 -2.27015 3.61298 0.496 -0.129 0.394 -0.2327
C 1.78826 -0.75034 6.06602 -0.304 -0.448 0.735 -0.2592
H -1.53480 2.71971 3.08831 0.036 -0.015 0.291 0.0292
H -1.18431 3.96446 4.34312 -0.291 -0.222 -0.267 0.0359
H -2.33903 2.63005 4.69409 0.107 0.407 -0.349 0.0300
H 0.39445 3.00413 7.03488 0.188 0.184 -0.198 0.0307
H 1.78603 3.07279 5.91220 -0.270 0.107 0.158 0.0396
H 0.38366 4.18439 5.69586 0.264 -0.287 0.055 0.0370
H 0.51237 1.84770 2.59081 0.319 -0.207 0.102 0.0616
H 1.67596 2.81967 3.50658 -0.118 -0.217 -0.170 0.0908
H 2.40231 0.42945 2.57067 0.044 0.070 0.450 -0.0492
H 2.99537 0.93937 4.16571 -0.234 -0.077 -0.063 0.0897
H 3.19237 -2.47927 4.19446 -0.285 0.093 -0.312 0.0579
H 1.64075 -3.16161 3.62903 0.113 0.187 0.034 0.0441
H 2.54644 -2.05494 2.57474 -0.063 0.040 0.106 0.0285
H 2.83206 -0.43050 6.18502 -0.237 -0.129 -0.128 0.0584
H 1.13527 -0.06089 6.63191 0.267 -0.291 -0.502 0.0285
H 1.66892 -1.75219 6.50224 0.114 0.228 0.012 0.0498
```
Positions in Å, forces in eV/Å.

Orbital gap (alpha / beta) ... 2.905 / 3.842 eV
Relative energy (zero: lowest compared OMol25 entry of this formula, charge and spin) ... 0.1 kcal/mol
Net charge ... 0
2S+1 ... 1

=====

Formula: C13H14N2O3
Source: the OMol25 dataset
Level of theory: wB97M-V/def2-TZVPD

Geometry as XYZ:
```
32
Properties=species:S:1:pos:R:3:forces:R:3:nbo_charge:R:1
C 5.00302 -1.12373 0.77352 -0.317 -0.050 -0.266 -0.6335
C 4.36060 -1.24497 -0.60063 0.485 0.330 0.064 -0.0753
O 3.00377 -1.68568 -0.50175 -0.025 -0.327 0.080 -0.4841
C 2.07599 -0.76788 -0.29821 -0.258 0.002 0.114 0.8163
O 2.27650 0.40755 -0.13373 0.098 0.064 -0.017 -0.6046
C 0.67943 -1.39568 -0.32055 0.212 0.102 -0.028 -0.4193
C -0.32287 -0.50775 0.43012 0.057 0.011 -0.133 -0.4721
C -1.41353 0.07907 -0.42297 0.547 -0.513 -0.389 0.2092
C -2.41415 0.94900 0.19871 -0.504 0.416 0.198 -0.0066
C -3.47787 1.43103 -0.56977 0.070 -0.033 0.071 -0.1964
C -4.43796 2.25020 -0.01250 -0.015 0.004 -0.030 -0.2080
C -4.35925 2.60650 1.32506 0.033 0.013 0.099 -0.2066
C -3.31045 2.13692 2.09674 -0.136 0.115 0.095 -0.1992
C -2.34503 1.31570 1.54314 0.093 -0.138 -0.248 -0.2286
N -1.52718 -0.13191 -1.67714 -0.508 0.504 0.430 -0.2351
N -0.65529 -0.94049 -2.31779 0.106 -0.185 -0.507 -0.4394
C 0.38773 -1.63447 -1.80222 -0.028 -0.200 0.113 0.6683
O 1.04749 -2.38224 -2.48809 0.066 -0.077 -0.048 -0.5810
H 4.93863 -2.07074 1.30384 0.045 -0.076 0.059 0.2108
H 4.49756 -0.35623 1.35478 0.012 0.056 0.054 0.2206
H 6.04800 -0.84913 0.66306 0.130 0.025 0.015 0.2180
H 4.85814 -2.00477 -1.20581 -0.095 0.110 0.035 0.1958
H 4.38320 -0.28037 -1.11761 0.006 -0.198 0.007 0.1988
H 0.77196 -2.38765 0.13050 -0.055 0.113 -0.118 0.2629
H 0.23816 0.32805 0.86431 -0.127 -0.122 0.046 0.2631
H -0.78013 -1.06918 1.24841 0.023 0.062 -0.009 0.2345
H -3.52864 1.14673 -1.60823 -0.043 -0.001 -0.085 0.2336
H -5.25301 2.61403 -0.62056 -0.060 0.021 -0.058 0.2142
H -5.11031 3.24710 1.76274 -0.058 0.051 0.038 0.2136
H -3.24152 2.41273 3.13885 0.007 0.020 0.075 0.2122
H -1.53615 0.97064 2.16774 0.098 -0.055 0.045 0.2115
H -0.85684 -1.06237 -3.30394 0.143 -0.045 0.299 0.4064
```
Positions in Å, forces in eV/Å.

Orbital gap ... 8.896 eV
Relative energy (zero: lowest compared OMol25 entry of this formula, charge and spin) ... 29.0 kcal/mol
Net charge ... 0
2S+1 ... 1
SMILES ... CCOC(=O)[C@H]1CC(c2ccccc2)=NNC1=O

=====

Formula: C3H6OS2
Source: the OMol25 dataset
Level of theory: wB97M-V/def2-TZVPD

Geometry as XYZ:
```
12
Properties=species:S:1:pos:R:3:forces:R:3:nbo_charge:R:1
C 0.98119 0.49148 -0.01248 -0.126 -0.978 0.010 -0.2005
C 2.41503 0.45259 0.48610 -1.602 -1.531 -0.291 -0.4341
C 1.29635 -0.68665 0.41157 1.564 2.319 0.544 -0.1891
O -2.67441 1.57625 -0.52899 0.576 1.605 -0.951 -0.9336
S -2.10999 -1.31341 -0.44888 0.137 0.746 -0.624 -0.2684
S -3.25290 0.43794 0.12806 -1.044 -2.713 0.348 1.0279
H -1.85967 -0.73667 -1.68480 -0.260 -0.526 0.853 0.1589
H 0.08853 0.97978 -0.37356 0.395 0.592 -0.159 0.2273
H 3.23989 0.24006 -0.16185 0.303 0.477 -0.643 0.1829
H 2.70037 0.94511 1.40160 -0.205 -0.061 0.395 0.1838
H 1.09387 -1.67598 0.70395 -0.296 -0.764 0.157 0.2229
H -4.29807 -0.11674 -0.66052 0.556 0.834 0.360 0.0220
```
Positions in Å, forces in eV/Å.

Orbital gap ... 9.361 eV
Relative energy (zero: lowest compared OMol25 entry of this formula, charge and spin) ... 109.9 kcal/mol
Net charge ... 0
2S+1 ... 1